92
Properties=species:S:1:pos:R:3:lowdin_charge:R:1 method="wB97M-V/def2-TZVPD" e_lumo_ev=-5.27 multiplicity=1 de_lowest_kj_mol=19.7 energy_ha=-2575.05801 total_charge=+2 homo_lumo_gap_ev=8.404
Y -0.057 0.334 -0.202 1.37
C -0.423 -4.502 0.815 -0.02
C -0.123 -3.145 1.371 -0.27
C -1.154 -2.330 1.845 -0.07
C -0.898 -1.053 2.324 -0.12
C 0.414 -0.564 2.351 -0.18
C 1.454 -1.377 1.894 -0.11
C 1.181 -2.650 1.406 -0.04
H -1.165 -5.019 1.422 0.10
H 0.470 -5.120 0.759 0.09
H -0.834 -4.401 -0.193 0.08
H -2.171 -2.702 1.831 0.13
H -1.714 -0.440 2.680 0.10
H 0.627 0.418 2.768 0.12
H 2.477 -1.025 1.954 0.12
H 1.996 -3.284 1.077 0.13
B -1.159 2.638 -1.609 -0.49
N -1.984 2.677 -0.312 -0.08
C -2.910 3.541 0.108 -0.05
C -3.206 3.267 1.432 -0.02
C -2.391 2.189 1.752 -0.12
N -1.645 1.833 0.699 -0.07
N 0.258 3.165 -1.320 -0.08
C 0.802 4.376 -1.474 -0.03
C 2.004 4.413 -0.790 -0.02
C 2.116 3.154 -0.214 -0.12
N 1.059 2.396 -0.537 -0.09
H -1.694 3.227 -2.493 0.10
H -1.041 1.438 -1.936 0.02
H -3.299 4.291 -0.561 0.14
H -3.905 3.781 2.066 0.11
H -2.308 1.671 2.693 0.11
H 0.299 5.129 -2.058 0.14
H 2.695 5.233 -0.716 0.11
H 2.905 2.772 0.413 0.12
S -1.698 -1.490 -1.235 0.14
Sb -2.885 -0.800 -3.111 1.38
C -4.233 0.701 -2.564 -0.36
C -4.674 0.767 -1.248 -0.13
C -5.669 1.671 -0.907 -0.07
C -6.203 2.515 -1.872 -0.05
C -5.752 2.453 -3.184 -0.05
C -4.772 1.538 -3.536 -0.11
C -1.619 -0.166 -4.655 -0.37
C -1.369 1.186 -4.879 -0.13
C -0.492 1.569 -5.881 -0.05
C 0.129 0.607 -6.666 -0.04
C -0.129 -0.741 -6.453 -0.07
C -0.996 -1.131 -5.442 -0.13
C -3.888 -2.472 -3.842 -0.37
C -4.271 -3.482 -2.964 -0.13
C -5.001 -4.560 -3.438 -0.06
C -5.345 -4.625 -4.782 -0.05
C -4.964 -3.615 -5.655 -0.06
C -4.234 -2.532 -5.187 -0.12
H -4.258 0.111 -0.492 0.09
H -6.031 1.712 0.111 0.12
H -6.981 3.217 -1.604 0.12
H -6.177 3.104 -3.936 0.12
H -4.451 1.476 -4.570 0.11
H -1.853 1.943 -4.275 0.07
H -0.298 2.618 -6.059 0.12
H 0.809 0.908 -7.451 0.12
H 0.342 -1.490 -7.075 0.12
H -1.196 -2.186 -5.286 0.11
H -3.998 -3.438 -1.915 0.08
H -5.302 -5.348 -2.763 0.12
H -5.914 -5.467 -5.152 0.12
H -5.235 -3.668 -6.700 0.12
H -3.943 -1.746 -5.875 0.10
C 1.838 -1.908 -2.026 -0.19
N 2.920 -2.272 -2.907 -0.07
C 4.199 -1.988 -2.254 -0.14
N 4.316 -0.566 -1.920 -0.08
C 3.239 -0.214 -1.027 -0.18
N 1.886 -0.455 -1.630 -0.16
C 1.840 0.324 -2.927 -0.17
N 2.917 -0.037 -3.818 -0.07
C 2.831 -1.466 -4.124 -0.15
C 4.195 0.221 -3.150 -0.14
H 1.887 -2.511 -1.117 0.11
H 0.879 -2.090 -2.514 0.09
H 5.013 -2.268 -2.921 0.14
H 4.280 -2.580 -1.340 0.13
H 3.317 0.843 -0.768 0.10
H 3.325 -0.820 -0.123 0.11
H 1.902 1.388 -2.696 0.12
H 0.881 0.110 -3.413 0.11
H 3.645 -1.740 -4.796 0.14
H 1.881 -1.668 -4.617 0.11
H 4.273 1.283 -2.911 0.14
H 5.011 -0.046 -3.822 0.14



12
Properties=species:S:1:pos:R:3:nbo_charge:R:1 method="wB97M-V/def2-TZVPD" e_lumo_ev=0.79 multiplicity=1 de_lowest_kj_mol=141.2 energy_ha=-356.80360 smiles=Nc1c[nH]c(O)n1 homo_lumo_gap_ev=8.757
N -1.680 -1.051 0.891 -0.80
C -0.652 -0.274 0.395 0.30
C -0.504 1.075 0.402 -0.24
N 0.680 1.367 -0.348 -0.59
C 1.159 0.091 -0.615 0.66
O 2.347 0.024 -1.214 -0.64
N 0.398 -0.899 -0.284 -0.56
H -2.146 -0.665 1.699 0.38
H -1.437 -2.024 0.995 0.39
H -1.111 1.854 0.841 0.21
H 0.449 1.414 -1.368 0.39
H 2.497 -0.913 -1.393 0.50



16
Properties=species:S:1:pos:R:3:nbo_charge:R:1 method="wB97M-V/def2-TZVPD" e_lumo_ev=0.93 multiplicity=1 de_lowest_kj_mol=174.9 energy_ha=-325.87093 smiles="C=NC[C@H](C)C=O" homo_lumo_gap_ev=10.562
C 2.057 -0.252 0.141 -0.60
C 0.722 0.502 0.103 -0.34
C -0.331 -0.258 -0.701 -0.25
N -1.608 0.440 -0.654 -0.40
C -2.658 -0.245 -0.815 -0.04
C 0.260 0.730 1.528 0.46
O 0.572 1.687 2.194 -0.51
H 1.956 -1.217 0.654 0.21
H 2.814 0.335 0.670 0.23
H 2.420 -0.449 -0.873 0.22
H 0.869 1.492 -0.342 0.23
H -0.003 -0.308 -1.747 0.21
H -0.417 -1.298 -0.339 0.18
H -0.366 -0.084 1.962 0.10
H -3.627 0.255 -0.794 0.18
H -2.660 -1.332 -0.987 0.14